Record 1
C33H49BrNP3V | ωB97M-V with the def2-TZVPD basis set

LUMO (spin up / spin down)   -6.361 / -8.029 eV
HOMO energy (spin up / spin down)   -13.0 / -13.0 eV
Energy relative to the best compared isomer or geometry (same formula, charge and spin)   0.0 kJ/mol
Net charge   +2
HOMO-LUMO gap (spin up / spin down)   6.6 / 5.0 eV
Multiplicity   4

Last column: Löwdin spin population.
CARTESIAN COORDINATES (ANGSTROEM)
1 C -0.7130 7.3479 -6.2266  0.00
2 C -0.9184 5.9942 -6.4969  0.00
3 C -1.1929 5.6146 -7.8125  0.00
4 C -1.2417 6.5982 -8.8173  0.00
5 N -1.0332 7.8878 -8.5330  0.00
6 C -0.7757 8.2768 -7.2809  0.00
7 C -0.8599 5.0099 -5.4320  0.00
8 C -0.9453 4.2188 -4.5070  0.00
9 C -0.8809 3.2102 -3.5430  0.00
10 C 0.2758 3.1169 -2.7647  0.01
11 C 0.5272 1.9134 -2.0923  0.00
12 C -0.3719 0.7968 -2.4353  -0.03
13 C -1.6992 1.0532 -2.8396  0.01
14 C -1.8971 2.2476 -3.5235  0.00
15 V -0.1252 0.4267 -0.5403  1.92
16 P 1.7987 -0.8736 -0.8842  0.03
17 H -1.3712 4.5598 -8.0166  0.00
18 H -0.5177 7.6412 -5.1967  0.00
19 H -1.4565 6.2912 -9.8487  0.00
20 H -0.6098 9.3390 -7.0605  0.00
21 H -2.8214 2.4549 -4.0832  0.00
22 H 0.9538 3.9702 -2.7341  0.00
23 H -2.5524 0.3792 -2.7008  0.00
24 H 1.4374 1.9248 -1.4581  0.00
25 C 2.1095 -2.4789 -0.0252  0.00
26 C 3.0412 -3.4691 -0.7304  0.00
27 H 1.1120 -2.9206 0.1366  0.00
28 H 2.4989 -2.2162 0.9730  0.00
29 H 3.1987 -4.3502 -0.0945  0.00
30 H 2.6151 -3.8345 -1.6725  0.00
31 H 4.0321 -3.0487 -0.9394  0.00
32 C 1.8623 -1.2426 -2.7026  0.01
33 C 2.8372 -0.3939 -3.5167  0.00
34 H 0.8393 -1.0577 -3.0716  0.00
35 H 2.0572 -2.3168 -2.8293  0.00
36 H 2.6744 -0.5722 -4.5894  0.00
37 H 2.6827 0.6813 -3.3416  0.00
38 H 3.8853 -0.6431 -3.3044  0.00
39 C 3.3114 0.1221 -0.4721  0.01
40 C 4.6609 -0.5891 -0.5869  0.00
41 H 3.1590 0.4660 0.5645  0.00
42 H 3.2894 1.0226 -1.1052  0.00
43 H 5.4629 0.1312 -0.3801  0.00
44 H 4.7617 -1.3956 0.1478  0.00
45 H 4.8550 -0.9954 -1.5872  0.00
46 Br -2.2047 -0.7657 -0.2386  0.02
47 P -2.3494 -3.0421 -3.9492  0.59
48 C -0.5601 -3.3379 -3.9094  0.08
49 C -0.2439 -4.8106 -4.2332  0.02
50 H -0.2130 -3.0474 -2.9041  0.01
51 H -0.1076 -2.6669 -4.6629  0.00
52 H 0.8116 -4.9314 -4.4967  0.00
53 H -0.4434 -5.4705 -3.3802  0.00
54 H -0.8481 -5.1604 -5.0807  0.01
55 C -3.0188 -3.1730 -2.2781  0.10
56 C -4.4697 -3.6575 -2.1743  0.01
57 H -2.9364 -2.1204 -1.9391  0.02
58 H -2.3468 -3.8140 -1.6740  0.00
59 H -4.7502 -3.7285 -1.1197  0.00
60 H -5.1774 -2.9644 -2.6475  0.00
61 H -4.5912 -4.6465 -2.6250  0.00
62 C -2.7022 -1.4345 -4.7215  0.09
63 C -2.9891 -1.5795 -6.2291  0.02
64 H -1.8484 -0.7744 -4.5208  0.01
65 H -3.5907 -1.0249 -4.2090  0.00
66 H -3.3759 -0.6470 -6.6446  0.00
67 H -2.0835 -1.8319 -6.7993  0.00
68 H -3.7350 -2.3627 -6.4091  0.00
69 C -1.9069 1.8936 1.8384  0.01
70 P -0.1406 1.5113 1.5539  0.02
71 C 0.6219 3.1285 1.4273  0.00
72 C 0.4505 0.8851 3.1675  0.00
73 C -0.4196 0.2388 4.0578  0.00
74 C 0.0661 -0.1846 5.2975  0.00
75 C 1.4193 -0.0004 5.6179  0.00
76 C 2.2880 0.6280 4.7100  0.00
77 C 1.8015 1.0723 3.4874  0.00
78 H -2.2953 2.3753 0.9294  0.00
79 H -1.9859 2.5662 2.7053  0.00
80 H -2.4497 0.9512 2.0000  0.00
81 H 0.3133 3.6635 2.3278  0.00
82 H 1.7032 2.9876 1.3980  0.00
83 H 0.2864 3.6509 0.5277  0.00
84 H -1.4772 0.1136 3.8018  0.00
85 H -0.6260 -0.6435 6.0141  0.00
86 H 1.7961 -0.3456 6.5821  0.00
87 H 3.3342 0.7876 4.9635  0.00
88 H 2.4513 1.6164 2.7993  0.00

Cartesian forces (eV/Å) of the 3 atoms listed first:
C 0.1 0.2 0.0
C 0.1 0.0 -0.1
C -0.1 0.0 -0.3

***

Record 2
C33H49N3O3PS2TeTl | ωB97M-V with the def2-TZVPD basis set

LUMO (spin up / spin down)   2.255 / 1.561 eV
HOMO energy (spin up / spin down)   -4.6 / -4.9 eV
Energy relative to the best compared isomer or geometry (same formula, charge and spin)   32.5 kJ/mol
Net charge   -1
HOMO-LUMO gap (spin up / spin down)   6.9 / 6.4 eV
Multiplicity   2

Last column: Löwdin spin population.
CARTESIAN COORDINATES (ANGSTROEM)
1 Tl 2.4822 1.8754 1.3530  0.04
2 C 0.9631 2.4224 -4.1110  0.00
3 C 2.0545 1.3919 -3.7950  0.00
4 C 1.4855 -0.0228 -3.8881  0.00
5 C 3.2140 1.5505 -4.7780  0.00
6 N 2.6317 1.5849 -2.4565  0.00
7 N 1.8348 1.2270 -1.3506  0.00
8 H 0.5323 2.2377 -5.0975  0.00
9 H 1.3769 3.4340 -4.0997  0.00
10 H 0.1543 2.3780 -3.3793  0.00
11 H 1.2244 -0.2610 -4.9203  0.00
12 H 0.5845 -0.1301 -3.2817  0.00
13 H 2.2275 -0.7426 -3.5371  0.00
14 H 2.8813 1.3873 -5.8047  0.00
15 H 3.9972 0.8317 -4.5367  0.00
16 H 3.6435 2.5531 -4.7084  0.00
17 H 2.9207 2.5483 -2.3402  0.00
18 H 1.8825 0.2256 -1.2110  0.00
19 H 0.8546 1.4849 -1.4419  0.00
20 C 3.1390 -3.6329 3.3921  0.00
21 C 4.1813 -2.8714 4.1953  0.00
22 C 5.4970 -3.6350 4.2773  0.00
23 O 4.4081 -1.5336 3.7310  0.00
24 P 4.5759 -0.9337 2.2540  0.00
25 S 5.4024 0.8423 2.5126  0.01
26 S 2.9106 -1.0989 1.1534  0.00
27 O 5.6554 -2.0056 1.6643  0.00
28 C 6.0032 -2.0416 0.2771  0.00
29 C 6.2866 -3.4960 -0.0639  0.00
30 C 7.2086 -1.1539 0.0010  0.00
31 H 2.9366 -4.5857 3.8859  0.00
32 H 3.4971 -3.8263 2.3808  0.00
33 H 2.2149 -3.0619 3.3213  0.00
34 H 3.8037 -2.7126 5.2089  0.00
35 H 5.9121 -3.7680 3.2802  0.00
36 H 5.3273 -4.6145 4.7292  0.00
37 H 6.2178 -3.0839 4.8819  0.00
38 H 5.1458 -1.6938 -0.3074  0.00
39 H 7.1285 -3.8585 0.5299  0.00
40 H 6.5323 -3.5990 -1.1220  0.00
41 H 5.4135 -4.1124 0.1543  0.00
42 H 8.0809 -1.5340 0.5374  0.00
43 H 7.0082 -0.1395 0.3408  0.00
44 H 7.4212 -1.1394 -1.0698  0.00
45 C -5.8415 -3.2090 -3.5797  0.00
46 C -4.9673 -2.3308 -2.7229  0.00
47 C -4.3340 -1.2094 -3.2383  0.01
48 C -3.5158 -0.4047 -2.4490  0.02
49 C -2.8882 0.8098 -3.0864  0.01
50 C -3.2973 -0.7237 -1.0986  0.13
51 Te -1.5144 0.2669 0.0105  0.21
52 N -0.1632 1.1183 1.4593  0.44
53 C -0.3413 1.7086 2.6195  0.04
54 O 0.5994 2.2768 3.2352  0.04
55 C -1.7003 1.7610 3.2820  0.01
56 C -2.0925 2.9536 3.8816  0.00
57 C -3.3060 3.0410 4.5451  0.00
58 C -4.1345 1.9300 4.6350  0.00
59 C -3.7393 0.7330 4.0573  0.00
60 C -2.5285 0.6501 3.3848  0.00
61 C -2.4446 2.1756 -0.0850  0.00
62 C -1.6043 3.2348 -0.4208  0.00
63 C -2.0757 4.5335 -0.4968  0.00
64 C -3.4153 4.7862 -0.2449  0.00
65 C -4.2491 3.7436 0.1219  0.00
66 C -3.7876 2.4314 0.2222  0.00
67 C -4.7432 1.3653 0.6825  0.00
68 C -3.9536 -1.8415 -0.5733  0.01
69 C -3.8233 -2.2304 0.8813  0.01
70 C -4.7776 -2.6224 -1.3802  0.00
71 H -5.7296 -2.9667 -4.6365  0.00
72 H -6.8932 -3.0834 -3.3117  0.00
73 H -5.5876 -4.2609 -3.4396  0.00
74 H -4.4651 -0.9577 -4.2870  0.00
75 H -2.9394 0.7505 -4.1746  0.00
76 H -1.8458 0.8978 -2.7847  0.00
77 H -3.3978 1.7209 -2.7645  0.00
78 H -1.4320 3.8088 3.8286  0.00
79 H -3.6015 3.9745 5.0088  0.00
80 H -5.0775 1.9965 5.1643  0.00
81 H -4.3746 -0.1413 4.1383  0.00
82 H -2.2071 -0.2910 2.9578  0.00
83 H -0.5524 3.0356 -0.5949  0.00
84 H -1.4013 5.3437 -0.7447  0.00
85 H -3.8063 5.7933 -0.3239  0.00
86 H -5.2871 3.9521 0.3575  0.00
87 H -5.5529 1.8067 1.2656  0.00
88 H -4.2246 0.6327 1.2994  0.00
89 H -5.1772 0.8358 -0.1667  0.00
90 H -2.9761 -1.7274 1.3438  0.01
91 H -3.6868 -3.3084 0.9822  0.00
92 H -4.7284 -1.9550 1.4295  0.00
93 H -5.2706 -3.4906 -0.9499  0.00

Cartesian forces (eV/Å) of the 3 atoms listed first:
Tl 0.2 0.1 0.1
C 0.0 -0.1 0.0
C -0.1 0.0 -0.1

***

Record 3
C33H49N3O9P2 | ωB97M-V with the def2-TZVPD basis set

LUMO   -1.364 eV
HOMO energy   -6.4 eV
HOMO-LUMO gap   5.0 eV

Last column: Löwdin charge in e.
CARTESIAN COORDINATES (ANGSTROEM)
1 C 3.6017 -1.2323 -2.2999  -0.10
2 C 3.5637 -1.7056 -0.7949  -0.21
3 C 2.1501 -1.8160 -0.1251  -0.12
4 C 1.4471 -0.4893 0.3703  -0.20
5 C 2.3268 0.8215 0.3320  -0.06
6 C 3.5410 0.8907 1.3320  -0.17
7 O 3.6126 2.1431 2.0744  -0.08
8 C 4.9348 2.1706 2.5559  -0.31
9 O 5.2343 1.7497 3.6373  0.10
10 C 0.3414 -0.1350 -0.7622  -0.07
11 C 0.3963 -0.2142 -2.3045  -0.06
12 C 0.9033 1.1968 -2.8439  -0.18
13 C -0.0272 1.8190 -3.9668  -0.17
14 C 0.2689 3.3894 -3.9782  -0.28
15 N -0.6987 4.1799 -3.1871  -0.02
16 N -0.7859 0.2947 -0.2543  0.17
17 C -0.8113 0.4074 1.2205  -0.46
18 O -0.4560 1.8044 1.4197  -0.06
19 C -1.4358 2.7406 1.1418  -0.46
20 O -1.9851 2.9441 0.0890  0.11
21 C -1.8020 3.7064 2.3138  -0.11
22 C -2.9721 4.5818 2.1504  -0.02
23 C -3.3956 5.5535 3.1405  -0.06
24 C -2.6073 5.6949 4.3770  -0.06
25 C -1.4650 4.8114 4.5498  -0.07
26 C -1.0296 3.8222 3.5489  0.00
27 P -2.4374 0.2600 2.1755  1.00
28 P -4.1520 0.6093 0.8597  0.38
29 O -3.8435 0.5911 -0.5968  -0.33
30 O -5.2813 -0.6105 1.1222  -0.18
31 O -4.9379 2.0032 1.3317  -0.20
32 C 0.3360 -0.6556 1.5249  -0.22
33 C 1.0681 -0.5218 2.9563  -0.19
34 N 1.2477 0.8329 3.4541  -0.11
35 C 2.0268 0.8646 4.7232  -0.09
36 C -0.1809 -2.1718 1.7425  -0.11
37 C -0.8092 -2.8613 0.5107  -0.16
38 C -2.0129 -2.4621 -0.2214  -0.07
39 C -2.5787 -3.1650 -1.3638  -0.04
40 C -1.9345 -4.3890 -1.8555  -0.03
41 C -0.7380 -4.8316 -1.1434  -0.02
42 C -0.1663 -4.1200 0.0133  -0.19
43 C 1.0918 -4.7944 0.6502  -0.07
44 H 2.9302 -1.8847 -2.9221  0.09
45 H 3.4475 -0.1380 -2.4597  0.05
46 H 4.6467 -1.4525 -2.6726  0.09
47 H 3.9769 -2.7598 -0.8127  0.12
48 H 4.3318 -1.1094 -0.2392  0.10
49 H 2.2935 -2.4636 0.7868  0.11
50 H 1.4602 -2.2959 -0.8732  0.12
51 H 2.7771 0.8671 -0.7033  0.11
52 H 1.7660 1.7844 0.4357  0.13
53 H 4.4988 0.8399 0.7244  0.12
54 H 3.6078 0.0534 2.0717  0.13
55 H 5.7859 2.5477 1.9160  0.16
56 H -0.6700 -0.3143 -2.6717  0.14
57 H 0.9332 -1.0986 -2.7200  0.12
58 H 1.9621 1.2114 -3.1985  0.11
59 H 0.8426 1.9148 -1.9676  0.11
60 H 0.3179 1.4306 -4.9580  0.12
61 H -1.1135 1.6553 -3.7604  0.11
62 H 0.2211 3.7868 -5.0327  0.11
63 H 1.3051 3.6111 -3.6052  0.11
64 H -0.4186 4.2812 -2.2128  0.05
65 H -1.6384 3.7949 -3.2670  0.06
66 H -1.4601 0.5538 -0.9824  0.15
67 H -3.5560 4.4762 1.2003  0.11
68 H -4.2990 6.1609 2.9067  0.10
69 H -2.9348 6.4681 5.1043  0.10
70 H -0.8609 4.9126 5.4811  0.10
71 H -0.1394 3.1731 3.6892  0.09
72 H -2.6740 -1.0949 2.5955  -0.03
73 H -5.4273 -0.6599 2.0898  0.07
74 H -5.4496 2.3450 0.5718  0.09
75 H 0.4642 -1.0982 3.7301  0.13
76 H 2.0211 -1.1202 2.8513  0.13
77 H 0.3478 1.2610 3.6867  0.07
78 H 1.4103 1.3995 5.5029  0.09
79 H 2.9634 1.4648 4.6044  0.06
80 H 2.2763 -0.1767 5.0808  0.09
81 H 0.7214 -2.7118 2.1444  0.10
82 H -0.9167 -2.2325 2.5987  0.10
83 H -2.5386 -1.5403 0.1108  0.03
84 H -3.5114 -2.8138 -1.8627  0.11
85 H -2.3595 -4.9688 -2.7120  0.09
86 H -0.2606 -5.7721 -1.5244  0.12
87 H 1.9949 -4.4202 0.0836  0.07
88 H 1.0395 -5.8947 0.4109  0.09
89 H 1.2112 -4.6330 1.7489  0.07
90 C -1.6442 -4.0930 -6.3420  -0.06
91 C -1.4361 -4.9075 -5.0604  -0.80
92 O -2.2446 -5.8466 -4.8712  -0.09
93 O -0.4760 -4.5369 -4.3409  -0.11
94 H -2.4931 -4.4673 -6.9166  0.06
95 H -1.8310 -3.0458 -6.0897  0.05
96 H -0.7501 -4.1506 -6.9672  0.06

Cartesian forces (eV/Å) of the 3 atoms listed first:
C 0.9 -0.8 0.1
C 0.4 -0.3 -0.8
C 0.6 0.4 0.7

***

Number 1: largest force on an atom 3.44 eV/A. Number 2: largest force on an atom 0.84 eV/A. Number 3: largest force on an atom 4.07 eV/A.